1.
{
  "formula": "C4H6F2",
  "method": "ωB97M-V with the def2-TZVPD basis set",
  "elements": ["C", "C", "F", "C", "C", "F", "H", "H", "H", "H", "H", "H"],
  "positions_angstrom": [[0.27440, -0.90180, 1.30002], [0.38568, -0.46382, -0.16174], [0.46187, -1.31175, -1.09698], [0.73668, 1.00853, -0.69229], [-0.75596, 0.57953, -0.34728], [-1.12024, 1.17413, 0.83823], [-0.40645, -0.06448, 1.85485], [-0.10732, -1.91071, 1.15893], [1.43897, -0.91689, 1.54864], [1.38008, 0.85810, -1.69547], [1.39443, 1.48457, 0.03446], [-1.61916, 0.45328, -1.16484]],
  "atomic_forces_ev_per_a": [[3.053, 1.501, -0.448], [-3.316, 6.433, 2.942], [0.378, -4.004, -3.086], [1.501, -3.242, -0.535], [1.187, 0.309, -2.834], [-0.981, 0.472, -0.911], [2.207, -2.960, -0.852], [-0.218, -0.085, 0.909], [-2.620, -0.281, 0.782], [-2.393, 0.632, 1.951], [-0.865, 0.671, 0.058], [2.067, 0.553, 2.026]],
  "e_lumo_ev": 1.14,
  "gap_ev": 10.61,
  "smiles": "C[C@]1(F)C[C@@H]1F",
  "total_charge": 0,
  "e_tot_ha": -355.6095,
  "relative_energy_kcal_mol": 72.3
}

=====

2.
{
  "formula": "CH4N2O3S",
  "method": "ωB97M-V with the def2-TZVPD basis set",
  "elements": ["C", "N", "N", "O", "O", "O", "S", "H", "H", "H", "H"],
  "positions_angstrom": [[0.39081, -0.51301, 0.62975], [0.70839, -0.30207, 1.94301], [-0.73986, -0.15876, 0.05517], [-0.68626, 1.76498, -1.55484], [-1.59152, -0.50179, -2.35175], [0.90949, -0.18914, -1.97982], [-0.53418, 0.35650, -1.82064], [1.11242, -1.03318, -0.04548], [1.62343, -0.48726, 2.28676], [0.09009, 0.31067, 2.50807], [-1.28280, 0.75307, 0.32977]],
  "atomic_forces_ev_per_a": [[-0.524, 0.440, 0.901], [-1.741, 0.682, -1.371], [0.464, 2.757, 0.071], [-0.246, -0.567, -0.843], [1.386, 2.148, 0.013], [-4.399, 2.125, -0.171], [3.212, -4.373, 0.775], [-0.578, 0.327, 0.779], [0.436, -0.191, 0.070], [0.796, -0.806, -0.636], [1.192, -2.542, 0.413]],
  "e_lumo_ev": 0.07,
  "gap_ev": 10.34,
  "total_charge": 0,
  "e_tot_ha": -773.8835,
  "relative_energy_kcal_mol": 26.6
}

=====

3.
{
  "formula": "C2H4N4",
  "method": "ωB97M-V with the def2-TZVPD basis set",
  "elements": ["C", "C", "N", "N", "N", "N", "H", "H", "H", "H"],
  "positions_angstrom": [[0.23195, 1.29024, -0.60530], [0.12223, 0.24074, 0.32019], [-1.87046, -2.90534, 0.45139], [2.01420, -1.18868, 0.87250], [-1.19190, -2.07807, 0.28242], [1.16008, -0.50008, 0.73038], [-0.48900, 1.13237, -1.44910], [-0.32500, 2.39636, -0.34883], [1.13057, 1.59312, -0.94982], [-0.78266, 0.01933, 0.69618]],
  "atomic_forces_ev_per_a": [[-2.177, 0.914, 1.435], [-0.110, 4.131, -2.788], [-0.707, -0.877, 0.115], [-0.968, 0.831, 0.148], [0.641, 0.584, -0.221], [3.375, -2.406, 0.554], [-0.629, -0.089, 0.051], [0.379, -2.357, 0.046], [3.321, 0.444, -1.153], [-3.123, -1.176, 1.814]],
  "e_lumo_ev": -15.71,
  "gap_ev": 7.43,
  "total_charge": 2,
  "e_tot_ha": -296.6956,
  "relative_energy_kcal_mol": 55.7
}

=====

4.
{
  "formula": "C4H12NO",
  "method": "ωB97M-V with the def2-TZVPD basis set",
  "elements": ["C", "C", "C", "C", "O", "N", "H", "H", "H", "H", "H", "H", "H", "H", "H", "H", "H", "H"],
  "positions_angstrom": [[0.52740, -0.97736, 2.04716], [0.05415, -0.24153, 0.83530], [0.25570, -0.88759, -0.51892], [-0.33169, -0.20870, -1.78434], [-1.18091, 0.86521, -1.36721], [0.63680, 1.19349, 0.74290], [0.27182, -0.52494, 2.96682], [1.62256, -0.93868, 2.09435], [0.25413, -2.06117, 2.27762], [-1.02165, -0.02349, 1.05033], [1.28116, -1.39149, -0.58050], [-0.37250, -1.76286, -0.39712], [0.46920, 0.34767, -2.38955], [-0.81568, -0.95683, -2.39041], [-1.69094, 1.14307, -2.19373], [0.03278, 1.75889, 0.00595], [0.36677, 1.88943, 1.50502], [1.55871, 1.13542, 0.31339]],
  "atomic_forces_ev_per_a": [[2.032, -1.704, 0.660], [-1.730, 1.963, 0.068], [0.060, -1.922, 0.290], [2.569, 1.962, 0.166], [-1.793, -0.154, -1.796], [-2.850, 0.338, -1.294], [-0.716, 1.081, 0.791], [0.040, -0.312, -0.188], [-0.047, 1.196, -1.314], [0.630, -0.250, -0.769], [-1.072, 1.296, -0.383], [-0.275, -0.586, -0.006], [-0.620, -1.350, 0.576], [-0.320, -0.091, -0.258], [0.926, -0.308, 1.795], [0.891, -1.322, 0.580], [1.061, -0.444, 0.683], [1.213, 0.605, 0.398]],
  "e_lumo_ev": [0.84, 0.58],
  "s_squared": 0.751,
  "gap_ev": [4.11, 11.25],
  "total_charge": 0,
  "e_tot_ha": -289.4305,
  "multiplicity": 2,
  "relative_energy_kcal_mol": 62.5
}

=====

5.
{
  "formula": "C24H16N4O3SSeZr",
  "method": "ωB97M-V with the def2-TZVPD basis set",
  "elements": ["Zr", "O", "C", "C", "C", "C", "C", "C", "C", "O", "N", "N", "C", "C", "C", "C", "C", "C", "C", "O", "H", "H", "H", "H", "H", "H", "H", "H", "H", "H", "S", "C", "C", "C", "C", "C", "C", "C", "C", "C", "N", "H", "H", "H", "H", "H", "H", "Se", "C", "N"],
  "positions_angstrom": [[0.62254, -0.38431, 0.03502], [-1.52785, -1.61718, -3.70367], [-2.23497, -2.65473, -3.21890], [-3.11781, -3.27337, -4.10766], [-3.88539, -4.34196, -3.70237], [-3.79726, -4.82642, -2.39678], [-2.92889, -4.22191, -1.51684], [-2.13404, -3.13403, -1.90301], [-1.22175, -2.53321, -0.91648], [-0.40694, -1.57588, -1.32797], [-1.22893, -2.93953, 0.31283], [-0.27408, -2.23643, 1.04124], [-0.09157, -2.67049, 2.23871], [0.92347, -2.17092, 3.13209], [0.94120, -2.61633, 4.46165], [1.93476, -2.22395, 5.32986], [2.95257, -1.38952, 4.86560], [2.97011, -0.94923, 3.55793], [1.94983, -1.32253, 2.67841], [1.96564, -0.88325, 1.42645], [-0.95148, -1.28116, -2.99347], [-3.17663, -2.88579, -5.11566], [-4.56327, -4.80824, -4.40619], [-4.39911, -5.66713, -2.08076], [-2.83625, -4.57772, -0.50021], [-0.72492, -3.48933, 2.57212], [0.15121, -3.27860, 4.79582], [1.93081, -2.56545, 6.35551], [3.74516, -1.08223, 5.53620], [3.75957, -0.30770, 3.18970], [-2.59182, 2.35375, 2.17267], [-3.43261, 0.95877, 1.65730], [-2.61870, 0.07551, 1.01444], [-1.26345, 0.51316, 0.91582], [-1.12309, 1.74141, 1.51174], [0.15230, 2.43612, 1.56552], [0.36422, 3.65172, 2.21049], [1.63236, 4.19714, 2.21440], [2.67037, 3.51678, 1.59113], [2.38822, 2.31116, 0.98137], [1.16128, 1.78426, 0.95541], [-4.48854, 0.86640, 1.85713], [-2.97813, -0.86731, 0.62423], [-0.46211, 4.14865, 2.69957], [1.81563, 5.14313, 2.70720], [3.67675, 3.90889, 1.57814], [3.15859, 1.73516, 0.48608], [2.51394, 0.19993, -1.99874], [0.92324, 1.06233, -2.06472], [-0.16100, 1.42240, -1.83681]],
  "atomic_forces_ev_per_a": [[-0.220, 0.053, 0.274], [-0.005, 0.001, 0.029], [0.036, 0.011, -0.033], [-0.018, -0.004, 0.004], [-0.022, -0.020, 0.019], [0.009, 0.013, -0.020], [0.004, 0.009, -0.002], [-0.024, -0.045, 0.062], [-0.053, -0.009, -0.102], [0.024, -0.021, 0.023], [0.060, 0.067, -0.019], [-0.105, -0.084, -0.014], [0.098, 0.098, -0.101], [0.001, -0.046, 0.043], [0.006, 0.003, -0.014], [-0.045, -0.028, -0.001], [0.046, 0.041, -0.042], [-0.023, -0.024, 0.064], [0.026, 0.018, -0.009], [0.077, 0.046, 0.014], [-0.010, -0.004, -0.018], [0.011, 0.011, 0.002], [0.004, 0.005, -0.008], [-0.002, 0.000, 0.003], [0.000, 0.001, 0.001], [0.006, -0.011, 0.011], [0.003, -0.001, 0.009], [0.008, 0.002, 0.000], [-0.009, -0.010, 0.011], [-0.007, 0.003, -0.013], [0.028, 0.047, 0.014], [-0.015, -0.028, -0.016], [-0.008, -0.028, -0.011], [0.135, 0.004, -0.055], [-0.024, -0.054, -0.018], [0.001, -0.062, 0.027], [0.050, 0.019, -0.051], [-0.028, -0.007, 0.014], [0.006, 0.003, -0.002], [-0.005, 0.014, 0.015], [-0.003, -0.010, -0.014], [-0.002, -0.011, -0.005], [-0.020, 0.006, 0.008], [0.003, 0.012, -0.002], [-0.002, 0.000, -0.002], [0.002, -0.011, -0.006], [0.009, 0.011, 0.002], [0.133, -0.086, 0.008], [-0.111, 0.008, -0.033], [-0.023, 0.097, -0.043]],
  "e_lumo_ev": -0.49,
  "gap_ev": 7.68,
  "total_charge": 0,
  "e_tot_ha": -4215.7549,
  "relative_energy_kcal_mol": 0.0
}